Here is a cluster of 6 separate species, CH15N2O5 in total from the OMol25 dataset. Energies are from wB97M-V/def2-TZVPD.

## Properties
- energy relative to the best compared isomer or geometry (same formula, charge and spin) (kJ/mol) = 97.3
- frontier orbital gap (alpha / beta) (eV) = 3.78 / 8.58
- ⟨S²⟩ = 0.753
- calculated total energy (eV) = -14494.622
- E_HOMO (alpha / beta) (eV) = -3.08 / -7.92
- 2S+1 = 2

CARTESIAN COORDINATES (ANGSTROEM)
H: 1.410 -0.131 1.889
O: -0.040 2.502 3.474
H: 1.312 -3.236 0.079
O: -1.502 -6.214 -0.264
H: -2.422 -6.522 -0.201
H: -1.172 5.053 -0.225
O: -0.618 4.975 -0.980
H: 0.392 -0.856 0.758
H: 0.984 -1.239 -3.331
O: 0.195 -1.273 -2.933
H: -1.212 -5.888 0.538
H: -0.098 1.033 -1.500
O: 0.654 -2.571 -0.039
H: 0.616 3.302 3.340
N: 0.798 0.016 1.080
H: -0.512 -1.277 -3.526
N: 0.280 1.630 -0.732
C: 0.690 1.292 0.463
H: 0.311 2.610 -0.965
H: 0.344 -2.763 -0.909
H: 1.118 2.099 1.189
H: -0.215 2.403 4.464
H: -1.312 5.056 -1.669

Atomic partial charges in e from the Löwdin method, atoms 1 to 5:
1. H 0.068
2. O -0.155
3. H 0.034
4. O -0.035
5. H 0.050

=====

Here is a cluster of 2 separate species, C5H13NO in total from the OMol25 dataset. Energies are from wB97M-V/def2-TZVPD.

## Properties
- energy relative to the best compared isomer or geometry (same formula, charge and spin) (kJ/mol) = 267.5
- frontier orbital gap (eV) = 8.15
- SMILES = CC(C)=C(C)N.O
- calculated total energy (eV) = -8931.238
- E_HOMO (eV) = -7.43

CARTESIAN COORDINATES (ANGSTROEM)
C: 1.239 0.259 0.406
C: 0.150 0.695 -0.418
O: -4.742 -3.365 -0.264
H: 1.528 -1.423 1.854
H: -4.396 -4.259 -0.103
H: -1.789 1.293 -0.080
H: -0.200 1.569 -2.427
C: 2.551 1.086 0.454
H: 1.576 -1.816 0.292
H: -4.142 -2.776 0.166
C: 1.072 -1.133 0.947
H: -1.182 0.016 0.855
H: 2.867 1.613 -0.504
H: 2.457 2.005 1.019
C: 0.190 1.811 -1.452
H: 3.399 0.552 1.041
N: -1.236 0.389 -0.085
H: 0.095 -1.320 0.838
H: -0.552 2.455 -1.055
H: 1.116 2.350 -1.485

Atomic partial charges in e from the Löwdin method, atoms 1 to 5:
1. C -0.250
2. C -0.300
3. O -0.055
4. H 0.065
5. H 0.043

=====

Here is a structure of composition C25H32BN7O3SV from the OMol25 dataset. Energies are from wB97M-V/def2-TZVPD.

## Properties
- frontier orbital gap (alpha / beta) (eV) = 7.83 / 8.69
- charge = +1
- ⟨S²⟩ = 2.009
- calculated total energy (eV) = -80214.441
- E_HOMO (alpha / beta) (eV) = -12.06 / -12.09
- 2S+1 = 3

CARTESIAN COORDINATES (ANGSTROEM)
C: -2.424 3.230 3.867
H: -0.368 3.509 -3.742
C: -3.221 -1.577 2.066
H: 2.860 -0.199 0.388
H: 2.388 2.588 -1.333
H: 3.624 -1.082 1.623
B: -0.325 -1.241 -3.139
O: 0.027 1.466 5.611
C: -1.299 2.445 3.551
H: -2.611 3.742 4.803
H: 2.101 -1.665 1.075
C: -1.769 -3.663 1.941
C: -2.040 -2.171 -0.052
H: 3.037 -3.973 0.449
H: -4.130 -2.120 1.777
C: 3.198 -2.740 -2.883
C: 0.039 0.918 2.242
N: 0.827 0.989 3.244
H: -1.117 -1.637 1.753
C: 2.041 -2.498 -3.608
H: 4.077 -3.245 -3.236
H: -2.627 -4.279 1.667
C: -1.194 1.716 2.355
H: -1.669 -3.702 3.029
C: -2.931 -2.810 -0.910
N: 0.411 0.904 -1.938
H: 4.698 -1.586 -0.561
C: -2.211 1.817 1.404
N: -1.109 -1.526 -0.787
C: -0.641 1.337 -3.808
H: 1.960 4.347 -3.019
H: 1.779 -2.739 -4.623
H: -4.342 3.849 3.086
O: 1.080 3.327 4.201
H: 1.527 4.154 0.603
V: 0.605 -0.435 -0.449
C: -3.437 3.274 2.885
C: -1.979 -2.223 1.449
H: -0.863 -4.128 1.523
H: -3.160 -1.591 3.160
C: 1.021 3.301 0.167
H: 4.449 -4.117 -0.591
H: -0.657 -1.500 -4.237
O: 0.273 0.156 1.183
H: -3.780 -3.417 -0.629
H: -3.329 -0.548 1.743
C: -3.328 2.604 1.664
N: -1.368 -1.779 -2.106
H: -2.833 -2.860 -3.158
C: -0.187 2.550 -3.302
C: -2.468 -2.552 -2.186
H: -0.047 3.492 0.268
N: 1.131 -1.856 -2.838
N: -0.275 0.344 -2.991
H: 2.299 5.087 -1.443
H: -4.116 2.694 0.910
S: 0.262 2.169 4.386
H: -2.152 1.292 0.458
C: 2.951 -2.177 -1.617
H: -1.209 1.127 -4.694
H: 4.623 -3.526 1.066
C: 3.042 -1.224 0.718
C: 3.987 -3.507 0.186
C: 1.596 4.452 -1.992
C: 1.423 3.104 -1.295
C: 0.495 2.233 -2.130
C: 3.756 -2.089 -0.336
N: 1.718 -1.685 -1.606
H: 1.270 2.449 0.782
H: 0.639 4.998 -2.045

Atomic partial charges in e from the Löwdin method, atoms 1 to 5:
1. C 0.004
2. H 0.114
3. C -0.038
4. H 0.071
5. H 0.142

=====

Here is a structure of composition F2MnO4P from the OMol25 dataset. Energies are from wB97M-V/def2-TZVPD.

## Properties
- frontier orbital gap (alpha / beta) (eV) = 7.08 / 7.31
- charge = -2
- ⟨S²⟩ = 12.019
- calculated total energy (eV) = -54237.161
- E_HOMO (alpha / beta) (eV) = -0.76 / -1.33
- 2S+1 = 7

CARTESIAN COORDINATES (ANGSTROEM)
O: -0.708 -0.735 -0.794
O: 1.534 0.416 -1.687
F: -0.582 -0.209 2.694
Mn: -1.326 0.284 0.727
P: 0.841 -0.348 -0.570
O: 0.829 0.596 0.518
O: 1.902 -1.427 -0.222
F: -2.489 1.422 -0.667

Atomic partial charges in e from the Löwdin method, atoms 1 to 5:
1. O -0.506
2. O -0.247
3. F -0.682
4. Mn 0.896
5. P -0.142

=====

Here is a structure of composition Cu2H12O26S5Zn2 from the OMol25 dataset. Energies are from wB97M-V/def2-TZVPD.

## Properties
- frontier orbital gap (alpha / beta) (eV) = 4.99 / 4.97
- charge = -2
- ⟨S²⟩ = 2.004
- calculated total energy (eV) = -293727.506
- E_HOMO (alpha / beta) (eV) = -3.20 / -3.18
- 2S+1 = 3

CARTESIAN COORDINATES (ANGSTROEM)
O: 0.316 -2.792 1.940
S: 0.107 0.213 0.572
H: -1.814 1.574 3.396
O: -2.719 0.560 -1.821
Zn: 1.678 -1.641 2.533
H: -0.334 1.200 3.195
O: 2.802 -1.891 0.792
S: -3.775 1.620 1.603
O: 0.808 -0.098 1.847
O: 0.334 -3.006 -0.462
O: -5.020 2.262 1.168
H: 1.965 1.729 -0.780
O: -0.070 1.606 0.296
O: 2.639 -1.710 -2.248
O: -0.529 1.794 -2.508
O: -0.127 -4.944 0.964
O: -3.770 -0.996 -3.286
H: 1.061 4.337 1.687
O: -1.233 -0.353 0.502
S: -0.286 -3.514 0.793
Cu: 0.391 -1.664 -2.114
O: -1.629 -1.537 -2.340
O: -3.456 -1.547 -0.932
O: 0.848 -0.405 -0.524
O: -1.708 -3.149 0.740
O: -3.390 2.090 2.918
H: 2.310 2.063 -2.228
H: 4.135 -0.783 3.013
Cu: -2.869 -1.510 0.952
H: 3.169 0.402 3.112
O: 3.230 -0.554 3.242
S: 0.294 1.344 -3.662
Zn: -1.571 1.805 -0.909
S: -2.930 -0.850 -2.144
O: 1.440 3.813 0.976
O: -3.967 0.136 1.640
O: -2.700 1.897 0.635
O: 0.618 -0.048 -3.353
H: 3.684 -1.910 0.415
O: -0.587 1.432 -4.836
O: -0.988 1.344 3.882
H: 2.195 -2.007 0.036
H: 0.821 3.073 0.867
H: 3.231 -1.065 -1.846
O: 1.480 2.184 -3.826
H: 3.203 -2.429 -2.547
O: 2.712 1.928 -1.348

Atomic partial charges in e from the Löwdin method, atoms 1 to 5:
1. O -0.379
2. S 0.360
3. H -0.020
4. O -0.341
5. Zn 0.876

=====

Here is a cluster of 2 separate species, C4H6INO in total from the OMol25 dataset. Energies are from wB97M-V/def2-TZVPD.

## Properties
- energy relative to the best compared isomer or geometry (same formula, charge and spin) (kJ/mol) = 194.0
- frontier orbital gap (eV) = 8.61
- SMILES = O=C=NI.C=CC
- calculated total energy (eV) = -15881.807
- E_HOMO (eV) = -9.34

CARTESIAN COORDINATES (ANGSTROEM)
O: 0.574 -1.291 4.067
H: -0.090 -1.490 -0.639
C: 0.003 -1.776 3.189
C: 0.651 0.691 1.008
N: -0.591 -2.063 2.194
H: -1.319 0.922 0.394
H: 1.619 0.243 0.847
I: -1.412 -3.602 1.279
H: 0.488 -0.178 -1.656
C: -0.368 0.446 0.206
H: 0.565 1.342 1.861
H: -1.244 -0.487 -1.520
C: -0.306 -0.476 -0.974

Atomic partial charges in e from the Löwdin method, atoms 1 to 5:
1. O 0.158
2. H 0.020
3. C -0.512
4. C -0.038
5. N -0.460

=====

Here is a cluster of 12 separate species, C48H96O12 in total from the OMol25 dataset. Energies are from wB97M-V/def2-TZVPD.

## Properties
- energy relative to the best compared isomer or geometry (same formula, charge and spin) (kJ/mol) = 0.0
- frontier orbital gap (eV) = 9.81
- SMILES = C1CCOC1.C1CCOC1.C1CCOC1.C1CCOC1.C1CCOC1.C1CCOC1.C1CCOC1.C1CCOC1.C1CCOC1.C1CCOC1.C1CCOC1.C1CCOC1
- calculated total energy (eV) = -75898.406
- E_HOMO (eV) = -9.22

CARTESIAN COORDINATES (ANGSTROEM)
H: -6.122 -1.641 2.809
H: 5.466 -0.172 -1.526
H: 2.041 4.023 1.210
H: 1.587 -1.236 -1.839
H: 4.451 -2.759 -1.997
C: 3.876 -3.480 -1.417
C: 0.046 -2.654 -4.829
C: 0.891 -1.389 -4.960
H: 0.367 0.490 4.948
C: -4.636 0.833 -0.558
C: 4.727 -4.716 -1.059
C: -1.169 3.427 4.630
H: -4.703 6.375 -0.614
C: -4.388 0.299 3.771
H: 0.296 -0.483 -4.840
H: -7.898 0.199 -0.504
C: -0.709 2.706 -3.660
H: -1.504 3.762 0.064
H: -2.152 1.236 -2.901
C: 3.114 3.246 -1.578
H: -1.739 2.574 -1.758
H: -0.536 1.965 -4.444
H: 5.253 -2.515 3.078
H: 4.184 3.125 -1.743
H: 7.661 -0.778 -0.007
H: 7.070 1.044 1.656
O: -3.023 3.029 -3.306
H: 2.094 0.324 0.490
C: -2.649 3.848 -4.411
H: 7.221 -1.707 1.434
C: -5.078 -0.850 4.520
H: 3.216 -0.802 2.446
C: -5.198 1.113 -1.975
C: 1.447 -0.530 0.274
C: -3.460 -0.463 2.822
H: 4.343 -2.765 1.621
H: 1.142 -2.066 2.714
C: -0.876 -4.875 2.299
C: -3.936 6.009 0.073
H: -3.419 4.445 -1.312
C: 1.335 4.582 -0.765
H: -2.409 -3.522 1.537
H: -6.272 1.611 0.582
H: -4.400 -1.194 5.305
H: -2.326 4.422 1.549
H: 3.821 -4.866 2.683
H: -0.904 4.894 -3.626
H: 3.997 -0.663 -0.609
H: -0.480 -4.511 3.247
C: -0.957 2.176 5.474
O: -6.580 0.768 -1.943
C: 0.843 -3.671 -5.649
C: 3.633 -3.970 3.275
O: 0.222 -0.433 1.014
O: 5.741 -1.508 0.048
H: -2.462 -0.560 3.260
C: -3.524 4.576 -0.236
H: -0.995 -0.225 -2.045
H: -0.240 -3.551 -0.463
H: -1.785 -0.429 0.508
C: -1.343 -3.719 1.410
H: 0.371 -6.575 1.681
H: -0.663 4.201 -5.229
C: 6.314 0.305 1.406
H: 1.330 0.452 -1.658
H: -2.511 7.671 0.286
H: -1.850 -4.312 -0.681
C: -6.850 0.032 -0.742
O: -0.409 -5.498 0.119
H: 0.217 2.766 -3.085
O: -4.058 -1.740 2.609
C: 2.571 4.662 -1.660
C: -2.164 4.524 0.476
C: -0.824 -0.080 0.124
H: 1.432 -2.952 -7.648
C: -5.900 0.628 0.281
H: 1.099 5.529 -0.282
C: 2.698 -4.063 -2.191
H: -2.459 6.847 -1.305
H: -0.476 4.220 4.941
C: 0.033 1.923 3.301
H: -6.646 -1.030 -0.918
H: 0.968 2.259 2.850
H: 2.146 -5.464 -0.654
H: 5.841 -0.058 2.321
O: 4.002 -5.863 -1.486
C: 5.234 0.781 0.422
C: 1.683 -2.782 -6.604
C: 1.735 3.531 0.281
C: -1.144 4.041 -4.262
H: 3.593 -1.149 4.104
H: 1.769 -3.527 -1.979
H: 2.748 -2.984 -6.447
H: 2.874 -4.034 -3.266
C: 1.062 -0.513 -1.211
C: 3.276 -1.617 3.170
H: -4.000 1.643 -0.200
H: -0.421 1.102 2.751
H: -3.374 0.062 1.866
C: -0.994 -4.208 -0.014
H: -0.709 -1.748 -1.226
H: -1.816 1.509 5.394
H: -0.124 -2.979 -3.802
O: 2.219 -3.753 3.228
H: 1.121 -4.982 1.427
H: -3.212 4.779 -4.341
H: -4.245 6.205 1.098
H: -0.936 -2.472 -5.269
H: -3.830 0.961 4.435
H: 0.906 2.860 0.528
O: 1.401 -1.427 -6.277
H: -0.763 2.401 6.522
C: 0.264 1.560 4.778
H: 3.570 -2.946 -0.517
C: -2.600 6.714 -0.228
H: -1.684 -5.583 2.480
H: 1.708 -1.376 -4.224
C: -5.233 -1.868 3.410
H: 4.924 -4.753 0.019
H: 3.279 5.382 -1.247
C: 2.642 -5.478 -1.632
H: -4.184 3.827 0.203
H: 1.938 -1.464 0.558
H: 2.596 2.593 -2.296
H: 0.425 4.281 -1.288
H: 4.300 0.976 0.942
H: 2.114 -6.181 -2.274
H: -4.649 0.529 -2.714
O: 2.817 2.783 -0.258
C: 5.053 -0.414 -0.540
H: -0.834 -2.771 1.597
C: -0.452 -0.688 -1.226
C: 4.244 -2.709 2.704
H: -0.905 1.019 0.060
H: 2.331 4.957 -2.681
H: 1.562 -2.204 4.402
C: 0.173 -5.535 1.428
H: -5.096 0.940 3.242
H: 1.493 -4.271 -5.018
H: 1.159 2.065 5.148
H: -4.016 -0.070 -0.557
H: -6.002 -0.532 5.001
O: -0.892 3.026 3.296
H: -5.708 -0.003 1.145
H: 5.691 -4.729 -1.569
H: 5.516 1.692 -0.103
H: -2.904 3.335 -5.344
H: -5.109 2.182 -2.151
H: -5.284 -2.897 3.762
H: 3.968 -4.172 4.301
H: 0.187 -4.308 -6.239
C: -1.920 2.296 -2.800
O: -1.590 5.826 0.258
C: 6.868 -0.954 0.730
H: -2.191 3.802 4.685
C: 1.951 -2.359 3.386

Atomic partial charges in e from the Löwdin method, atoms 1 to 5:
1. H 0.113
2. H 0.124
3. H 0.123
4. H 0.085
5. H 0.104

=====

Here is an isolated molecule of C8H10BN3O3 from the OMol25 dataset. Energies are from wB97M-V/def2-TZVPD.

## Properties
- energy relative to the best compared isomer or geometry (same formula, charge and spin) (kJ/mol) = 0.0
- frontier orbital gap (eV) = 7.91
- calculated total energy (eV) = -19747.750
- E_HOMO (eV) = -7.72

CARTESIAN COORDINATES (ANGSTROEM)
H: 1.055 1.645 1.917
H: -1.466 -1.838 2.198
B: -0.596 0.039 2.252
H: 2.778 0.075 1.411
O: -2.022 3.104 -2.495
H: -2.890 2.112 -4.825
C: 0.818 0.546 1.779
H: -2.295 0.419 3.108
H: 2.219 -2.566 0.775
H: -2.219 0.590 -4.416
H: -1.325 2.318 -0.300
C: -0.990 1.079 -2.022
H: 2.050 -1.050 2.465
H: 1.093 -2.258 -1.419
N: -0.782 1.625 -0.761
N: -2.354 1.518 -4.069
C: 0.276 -0.293 -1.056
C: 1.104 -1.428 -0.679
C: 1.861 -0.487 1.560
C: -0.097 0.673 -0.128
O: -0.815 -1.268 1.830
O: -1.486 0.840 2.880
C: 1.663 -1.586 0.517
C: -1.778 1.974 -2.905
N: -0.396 -0.023 -2.202

Atomic partial charges in e from the Löwdin method, atoms 1 to 5:
1. H 0.131
2. H 0.093
3. B -0.710
4. H 0.114
5. O 0.029

=====

> What is the formula in the first record?

CH15N2O5

=====

> The lowest calculated total energy belongs to which entry?

Cu2H12O26S5Zn2

=====

> Look up the calculated total energy of the sixth one.

-15881.807 eV

=====

Repeat the second record exactly.
Here is a cluster of 2 separate species, C5H13NO in total from the OMol25 dataset. Energies are from wB97M-V/def2-TZVPD.

## Properties
- energy relative to the best compared isomer or geometry (same formula, charge and spin) (kJ/mol) = 267.5
- frontier orbital gap (eV) = 8.15
- SMILES = CC(C)=C(C)N.O
- calculated total energy (eV) = -8931.238
- E_HOMO (eV) = -7.43

CARTESIAN COORDINATES (ANGSTROEM)
C: 1.239 0.259 0.406
C: 0.150 0.695 -0.418
O: -4.742 -3.365 -0.264
H: 1.528 -1.423 1.854
H: -4.396 -4.259 -0.103
H: -1.789 1.293 -0.080
H: -0.200 1.569 -2.427
C: 2.551 1.086 0.454
H: 1.576 -1.816 0.292
H: -4.142 -2.776 0.166
C: 1.072 -1.133 0.947
H: -1.182 0.016 0.855
H: 2.867 1.613 -0.504
H: 2.457 2.005 1.019
C: 0.190 1.811 -1.452
H: 3.399 0.552 1.041
N: -1.236 0.389 -0.085
H: 0.095 -1.320 0.838
H: -0.552 2.455 -1.055
H: 1.116 2.350 -1.485

Atomic partial charges in e from the Löwdin method, atoms 1 to 5:
1. C -0.250
2. C -0.300
3. O -0.055
4. H 0.065
5. H 0.043